1.
59
Properties=species:S:1:pos:R:3:forces:R:3 method="wB97M-V/def2-TZVPD" e_homo_ev=-10.3 lumo_ev=-4.65 multiplicity=1 energy_ha=-3126.49245 charge=+1 homo_lumo_gap_ev=5.68
Ti -0.51133 2.25358 0.23609 2.21 -0.87 2.91
N -0.04760 4.45179 -0.41255 -0.19 -0.20 -0.19
C -1.24301 4.40086 -1.27033 -0.06 -0.16 0.06
C -1.35364 2.93422 -1.72431 -1.46 1.26 -2.25
O -2.39476 2.46610 -2.11145 0.01 0.04 -0.22
O -0.22962 2.27463 -1.60244 0.16 -0.23 -0.60
H -0.06175 5.25059 0.20881 -0.08 -0.10 0.28
H 0.78148 4.52700 -0.99198 0.09 -0.09 -0.02
H -1.19811 5.03910 -2.15408 0.01 -0.02 -0.03
H -2.13561 4.66773 -0.70365 0.04 0.03 0.05
I 2.50603 2.21144 0.34990 0.32 0.02 0.20
C 3.61485 0.38778 0.19448 -0.29 0.27 0.04
C 4.93148 0.58480 0.50155 -0.21 0.26 0.04
C 5.85649 -0.46053 0.37672 0.09 -0.13 -0.02
C 5.43225 -1.66923 -0.08414 0.10 0.12 0.06
C 4.07314 -1.89301 -0.40007 -0.11 0.17 0.05
C 3.69142 -3.16720 -0.86963 -0.12 -0.11 -0.05
C 2.39318 -3.43995 -1.17555 0.09 -0.10 -0.02
C 1.42156 -2.44826 -0.99815 0.08 0.24 0.08
C 1.73489 -1.18933 -0.52837 -0.07 0.28 -0.21
P 0.23838 -0.20172 -0.09921 -0.22 -0.75 0.59
C -0.15647 -0.95625 1.51450 -0.03 0.16 -0.13
C -0.79988 -2.18150 1.65750 0.02 -0.01 0.01
C -1.06935 -2.67102 2.92647 -0.07 -0.09 -0.10
C -0.69034 -1.95537 4.05255 0.02 0.03 0.06
C -0.01126 -0.75414 3.91454 -0.01 -0.01 0.00
C 0.25265 -0.25697 2.64835 0.00 -0.11 -0.04
C -0.93800 -0.69218 -1.38404 0.14 0.11 -0.12
C -0.49789 -0.48932 -2.69579 -0.06 -0.08 0.08
C -1.34631 -0.73406 -3.75872 -0.04 0.01 0.00
C -2.63912 -1.18319 -3.51763 0.01 0.00 0.00
C -3.08067 -1.37282 -2.21753 -0.10 -0.01 -0.01
C -2.23951 -1.11730 -1.14424 0.08 0.00 0.10
C 3.09237 -0.85706 -0.24003 0.13 -0.19 -0.04
H 5.26661 1.55922 0.83171 0.04 -0.04 0.01
H 6.89048 -0.28188 0.63637 0.01 -0.04 -0.03
H 6.13225 -2.48472 -0.21223 -0.02 -0.01 0.00
H 4.45408 -3.92722 -0.98197 0.02 0.02 0.01
H 2.09698 -4.41573 -1.53583 0.02 0.01 -0.01
H 0.39517 -2.69249 -1.22804 -0.03 -0.02 0.00
H -1.09100 -2.76104 0.79015 -0.02 0.03 0.01
H -1.58343 -3.61796 3.02752 0.00 0.01 0.04
H -0.92073 -2.33601 5.03882 0.02 -0.02 -0.01
H 0.30663 -0.19707 4.78603 -0.02 -0.01 0.00
H 0.78787 0.67864 2.55182 -0.01 0.07 0.02
H 0.51178 -0.13755 -2.87208 -0.02 -0.01 -0.08
H -1.00890 -0.56589 -4.77275 0.02 -0.03 0.01
H -3.30464 -1.38241 -4.34711 0.00 0.01 0.00
H -4.09135 -1.71385 -2.03516 0.01 0.00 0.01
H -2.59630 -1.24523 -0.12915 -0.03 0.02 -0.05
N -4.10925 1.76210 0.15159 0.54 0.33 -0.34
C -3.19502 1.27818 1.04512 -1.48 -0.57 1.54
O -1.91328 1.25883 0.62842 -0.15 0.78 -0.58
C -3.51066 0.86224 2.28712 0.61 0.05 -0.42
I -0.71999 3.45639 2.64540 0.15 -0.11 -0.42
H -3.83347 1.95252 -0.79138 -0.06 -0.06 -0.24
H -5.08177 1.75383 0.38488 -0.05 -0.08 0.06
H -2.73186 0.52583 2.95509 0.00 -0.01 -0.02
H -4.52616 0.91204 2.64807 -0.03 -0.03 -0.07



2.
57
Properties=species:S:1:pos:R:3:forces:R:3 method="wB97M-V/def2-TZVPD" e_homo_ev="-7.4 / -9.3" lumo_ev="0.24 / -3.21" multiplicity=3 energy_ha=-2264.70189 charge=0 homo_lumo_gap_ev="7.65 / 6.14"
Au 0.35583 -0.34497 1.62457 0.14 -0.12 0.11
C -0.45052 0.72295 -3.62759 -0.02 0.01 0.08
C -0.69338 1.22761 -2.24202 0.05 0.12 -0.07
C -1.44738 2.50929 -2.05481 0.02 -0.07 0.01
O 0.35768 1.00970 -1.43856 0.09 0.05 0.13
C -2.26037 -0.14156 -1.52802 -0.44 -0.29 0.12
O -3.01295 -0.17306 -2.44160 0.18 0.10 0.00
O -1.89787 -0.44814 -0.44143 0.08 0.29 -0.20
H 0.24890 1.40244 -4.12758 0.00 -0.01 -0.04
H -1.37551 0.68320 -4.19652 0.00 0.01 0.00
H 0.00512 -0.26675 -3.59982 0.00 -0.01 -0.01
H -0.84758 3.33307 -2.46028 -0.02 0.03 0.01
H -1.62828 2.71439 -0.99923 0.00 0.00 0.00
H -2.39546 2.47770 -2.58785 0.00 0.01 -0.02
H 0.27800 1.51260 -0.60715 -0.06 -0.01 0.02
O -1.36440 3.19541 2.82307 0.03 -0.02 0.01
Cl -0.11537 2.66080 2.41072 0.02 -0.01 0.00
O -0.07384 1.22573 2.89104 -0.05 -0.04 -0.14
O 0.98782 3.33281 2.99980 -0.01 0.00 0.00
O -0.00652 2.65264 0.97145 0.01 -0.09 -0.10
C -1.21890 -5.54710 0.53407 0.01 0.05 -0.01
C -1.19523 -4.05195 0.34021 -0.22 -0.14 -0.05
C -2.07365 -3.24414 1.25483 0.11 0.03 0.03
C -1.21701 -3.61778 -1.09849 0.11 0.01 0.02
Si 0.85969 -3.47663 0.99117 0.10 0.16 0.02
O 0.83735 -1.98039 0.51382 0.00 0.12 0.04
C 1.04987 -3.77883 2.81398 -0.07 -0.01 0.03
C 2.17058 -3.12213 3.33974 0.01 0.02 0.01
C 2.47951 -3.20604 4.68830 0.00 0.00 0.00
C 1.67179 -3.94639 5.53827 0.00 0.00 0.00
C 0.55743 -4.60186 5.03612 0.00 0.01 -0.01
C 0.25013 -4.51650 3.68616 0.02 -0.04 -0.01
C 1.89378 -4.57576 -0.07341 0.02 -0.03 0.02
C 2.27385 -5.84825 0.35799 0.00 -0.01 0.01
C 3.09346 -6.64298 -0.42899 -0.01 0.01 -0.01
C 3.54403 -6.16787 -1.65352 0.00 -0.01 0.01
C 3.18013 -4.90105 -2.09022 -0.01 0.00 0.00
C 2.35757 -4.10761 -1.30493 -0.02 0.00 -0.03
H -2.23756 -5.87296 0.28292 0.01 -0.03 0.01
H -1.02656 -5.86574 1.55716 -0.01 0.01 -0.01
H -0.52930 -6.05815 -0.13493 0.00 0.00 -0.02
H -3.11061 -3.48788 0.98459 -0.01 0.02 0.02
H -1.93825 -2.17373 1.10647 -0.02 -0.06 0.00
H -1.94398 -3.48847 2.30787 0.00 -0.03 0.01
H -2.21527 -3.85765 -1.48822 0.00 0.01 -0.02
H -0.48741 -4.15708 -1.70261 -0.01 -0.02 0.00
H -1.06031 -2.54661 -1.19441 0.01 -0.04 0.00
H 2.80546 -2.52341 2.69481 -0.01 0.00 -0.01
H 3.34400 -2.68290 5.07496 0.00 0.00 0.00
H 1.90565 -4.00668 6.59312 0.00 0.00 0.00
H -0.07976 -5.17477 5.69707 0.00 0.00 0.00
H -0.63230 -5.03075 3.33001 0.00 0.01 0.01
H 1.93904 -6.21755 1.32184 0.00 0.01 0.00
H 3.38631 -7.62686 -0.08651 0.00 0.00 0.00
H 4.18830 -6.78539 -2.26610 0.00 0.00 0.00
H 3.54226 -4.53063 -3.04036 0.00 0.00 0.00
H 2.08008 -3.11400 -1.63729 0.01 0.00 0.01



3.
186
Properties=species:S:1:pos:R:3:forces:R:3 method="wB97M-V/def2-TZVPD" e_homo_ev=-22.7 lumo_ev=-16.57 multiplicity=1 energy_ha=-5138.46894 charge=+8 homo_lumo_gap_ev=6.18
C 0.46878 5.08626 9.53398 -0.57 0.19 1.02
N 0.56198 4.01645 8.52266 -0.07 -0.83 -0.13
C 1.77862 3.91731 7.95722 -1.09 -2.62 -1.70
C 2.00068 2.77730 7.10664 -0.46 -0.30 0.51
C 1.03556 1.74333 6.92559 -1.31 2.11 2.20
C -0.21224 1.89205 7.64169 1.35 1.46 -0.63
C -0.44474 3.08737 8.37038 1.66 -0.73 -0.30
C 1.28895 0.56593 6.07694 0.78 0.03 -1.72
C 1.00975 -0.74867 6.44453 0.70 -0.45 0.63
C 1.39835 -1.84640 5.66141 -0.68 2.01 -0.21
N 1.86637 -1.58909 4.40678 0.55 -1.30 0.48
C 2.16188 -0.33793 3.99293 -1.26 0.33 0.26
C 1.84684 0.76147 4.79651 -0.11 -0.82 -0.12
C 2.13321 -2.77710 3.52906 -0.31 0.21 -0.83
H 1.26306 4.88574 10.25301 0.18 0.36 -0.14
H -0.44103 4.99695 10.12759 -0.17 0.02 -0.38
H 0.53116 6.07661 9.08297 0.11 -0.15 0.00
H 2.46255 4.71990 8.19065 0.38 -0.20 -0.14
H 2.95814 2.53686 6.66862 0.35 0.73 0.02
H -0.94309 1.10588 7.52250 -0.36 0.25 0.37
H -1.31908 3.32939 8.95636 -0.24 -0.29 -0.15
H 0.61703 -0.82807 7.44745 -0.05 -0.81 0.08
H 1.28125 -2.88056 5.94985 0.01 0.07 0.07
H 2.47250 -0.23637 2.96357 0.53 0.08 -0.14
H 1.93451 1.74098 4.35011 0.41 0.10 0.15
H 3.05847 -3.30060 3.76978 0.01 0.35 0.17
H 2.10450 -2.49366 2.47694 0.68 0.67 0.11
H 1.31238 -3.49298 3.48579 -0.23 0.08 1.06
C 2.01792 -8.05532 4.05429 0.57 -0.08 0.36
N 2.07959 -7.20489 2.84331 0.39 1.09 -1.59
C 1.03792 -6.44307 2.40667 0.59 -0.80 0.57
C 1.19368 -5.51706 1.40327 0.57 -0.01 -1.05
C 2.45012 -5.32886 0.77066 -1.18 -0.26 1.60
C 3.51001 -6.07254 1.27806 -0.19 -0.40 -1.00
C 3.31315 -7.05939 2.24910 -1.05 1.22 0.79
C 2.58963 -4.26961 -0.25489 0.19 0.64 -2.13
C 1.89901 -4.32117 -1.50317 1.18 0.46 0.85
C 2.11783 -3.29373 -2.44403 -0.53 -1.47 0.74
N 2.94423 -2.28356 -2.19716 -0.23 -0.07 -0.22
C 3.66531 -2.24583 -1.06580 0.29 0.16 -0.40
C 3.50849 -3.22265 -0.13400 0.06 -0.99 1.30
C 3.01960 -1.20852 -3.19591 0.36 1.21 0.31
H 2.68414 -7.49076 4.70661 0.17 -0.82 0.46
H 2.35438 -9.05654 3.78512 0.35 0.14 0.21
H 1.06963 -8.18227 4.57654 -0.34 0.50 -0.69
H 0.12507 -6.63313 2.95163 -0.22 0.11 -0.21
H 0.36455 -4.95312 1.00213 -0.33 0.00 0.34
H 4.43162 -5.91465 0.73760 0.60 -0.44 0.59
H 4.12625 -7.55684 2.75685 0.14 -0.44 -0.36
H 1.39910 -5.25850 -1.69786 -0.39 0.43 -0.39
H 1.68846 -3.24162 -3.43364 -0.24 -0.36 0.12
H 4.42817 -1.49886 -0.90301 -0.19 0.53 -0.30
H 4.18840 -3.19044 0.70450 -0.04 0.13 0.24
H 3.91047 -1.28707 -3.81903 0.10 -0.13 0.27
H 3.02465 -0.30826 -2.58142 0.35 0.31 -0.26
H 2.13727 -1.12386 -3.83028 -0.07 -0.65 0.34
C 0.57640 -1.29880 -7.34225 1.40 0.01 -0.75
C 1.47417 -0.09464 -6.97540 -1.37 -1.51 0.91
N 0.63823 1.05445 -6.61082 0.79 3.91 -1.98
C 0.37036 1.44212 -5.32436 -0.11 -0.44 0.84
C 0.04753 2.75543 -5.27311 0.41 0.51 -0.71
N 0.15476 3.26201 -6.55359 1.19 -2.73 -1.69
C 0.57796 2.19868 -7.38568 -1.43 1.70 3.03
C -0.11194 4.67061 -6.96701 -0.16 -0.93 -0.48
H -0.14899 -1.60562 -6.58873 -0.13 0.54 -0.08
H 1.21904 -2.16657 -7.49089 0.19 -0.05 0.07
H 0.19024 -1.12551 -8.34672 -0.66 -0.03 0.23
H 2.17623 0.15374 -7.77135 -0.08 0.06 0.22
H 1.95467 -0.29073 -6.01687 0.67 -0.22 -0.41
H 0.49788 0.74813 -4.50674 -0.17 0.01 0.00
H -0.10641 3.43193 -4.44543 -0.28 -0.34 0.01
H 0.83257 2.42355 -8.41087 0.01 -0.69 -0.17
H 0.71330 5.32578 -6.68805 -0.33 -0.03 0.41
H -1.10583 4.88538 -6.57438 0.35 0.59 0.15
H -0.18076 4.72152 -8.05364 0.01 -0.18 0.01
C 0.82884 5.99917 -0.94220 0.57 -0.69 1.04
C 0.64838 4.83109 -1.88679 0.42 -0.51 -0.62
N 1.81412 4.54805 -2.80648 1.09 -0.32 2.09
C 2.13151 5.31638 -3.87357 1.63 -0.78 -2.06
C 3.21504 4.71893 -4.50578 -0.36 -1.57 0.53
N 3.53834 3.55672 -3.78060 -1.13 2.03 3.37
C 2.80098 3.58663 -2.59960 -1.43 0.59 -3.74
C 4.57602 2.57295 -3.98816 1.27 -1.42 -0.80
H 1.08382 6.90719 -1.48862 -0.02 0.01 0.31
H 1.54384 5.75435 -0.15674 0.85 0.25 -0.46
H -0.02820 6.13707 -0.28297 -0.64 0.26 -0.78
H -0.22555 5.08217 -2.48788 0.15 -0.30 -0.52
H 0.49110 3.83077 -1.48341 -0.26 0.27 0.64
H 1.59204 6.17787 -4.23854 -0.10 0.00 0.42
H 3.75518 4.84080 -5.43302 -0.18 0.66 0.06
H 2.82191 2.78938 -1.87136 0.00 0.12 0.17
H 5.05975 2.12980 -3.11768 -0.57 0.75 0.76
H 5.43573 2.88442 -4.58145 -0.41 0.68 -0.19
H 4.17767 1.68734 -4.48322 -0.38 0.18 -0.34
C -0.33832 5.11751 4.77950 -0.20 -1.61 -1.11
C -0.47634 5.62147 3.31800 1.60 2.07 1.75
N -1.09398 4.84731 2.31210 -3.71 -2.66 -1.74
C -0.41963 4.04430 1.37893 -2.20 0.54 0.49
C -1.41522 3.48349 0.60761 0.88 0.00 -0.83
N -2.65742 3.94269 0.95732 1.70 1.17 4.28
C -2.48162 4.71219 2.09518 3.31 -0.13 -1.24
C -3.93922 3.43708 0.51036 0.51 -0.29 -0.77
H 0.23233 4.19128 4.71210 0.08 -0.39 0.11
H -1.30418 4.84105 5.20232 0.00 0.42 0.27
H 0.27862 5.74080 5.42680 -0.49 0.54 -0.33
H 0.54351 5.72835 2.94843 0.02 0.53 0.08
H -0.94809 6.60358 3.34966 0.10 0.06 -0.23
H 0.65966 4.02542 1.34490 -0.26 -0.14 -0.09
H -1.34457 2.83824 -0.25556 0.20 -0.09 0.04
H -3.18326 5.21513 2.74415 -0.37 -0.07 -0.37
H -4.43417 4.30603 0.07669 -0.71 -0.56 0.11
H -4.43307 2.88503 1.31001 -0.32 0.60 0.00
H -3.67069 2.68609 -0.23260 -0.40 0.21 -0.35
C -1.84509 1.19292 3.94162 -0.54 -0.40 0.05
C -2.83686 0.05688 3.49204 0.47 1.83 -0.56
N -2.58751 -1.21361 4.10055 -1.71 -1.71 3.38
C -1.51153 -2.03385 3.88595 -1.77 0.10 -0.35
C -1.67295 -3.08494 4.71570 0.98 -0.33 2.17
N -2.71507 -2.83911 5.72742 0.99 1.76 -5.10
C -3.32354 -1.74547 5.16996 1.71 0.41 -0.14
C -3.17820 -3.77750 6.77438 -0.57 -0.11 -0.22
H -2.37515 2.13851 3.82765 -0.01 0.04 0.18
H -0.90115 1.32350 3.41246 -0.12 -0.56 -0.37
H -1.58364 1.05306 4.99052 -0.22 0.13 0.14
H -2.80896 -0.06313 2.40902 -0.01 -0.07 0.04
H -3.84244 0.39576 3.74121 0.00 -0.30 0.13
H -0.92882 -1.79363 3.00894 0.47 -0.50 0.26
H -0.93312 -3.87080 4.75389 -0.52 -0.39 0.54
H -4.21328 -1.24638 5.52445 -0.07 -0.17 0.20
H -4.21845 -3.55435 7.01141 0.07 0.10 -0.03
H -2.58959 -3.70152 7.68864 0.17 0.04 -0.28
H -3.15282 -4.77284 6.33082 0.12 0.02 0.28
C -2.76224 -2.56348 -5.90911 0.55 0.12 1.48
C -2.69129 -1.39095 -4.82673 0.62 -0.54 -2.15
N -2.95093 -0.04700 -5.50869 -1.04 -0.50 -1.03
C -3.03879 1.16269 -4.92393 -0.83 2.65 0.60
C -3.37904 2.17058 -5.87211 1.48 -2.77 1.37
N -3.41490 1.49881 -7.06465 -0.60 -2.08 0.46
C -3.25289 0.14454 -6.80722 0.53 1.59 -1.11
C -3.75662 2.15694 -8.35299 0.60 -0.02 -0.49
H -2.11333 -2.39032 -6.76762 -0.55 0.47 -0.23
H -3.74409 -2.96771 -6.15540 -0.09 0.67 -0.23
H -2.24943 -3.43457 -5.50129 -0.03 -0.03 0.55
H -1.66908 -1.35168 -4.45037 0.14 0.26 -0.14
H -3.27959 -1.56596 -3.92595 -0.65 0.43 -0.55
H -2.97028 1.20111 -3.84679 0.20 0.35 -0.07
H -3.44760 3.24699 -5.81699 -0.25 -0.19 0.18
H -3.23375 -0.60856 -7.58111 -0.19 0.10 0.08
H -2.93759 2.81361 -8.64635 0.05 0.16 0.34
H -4.66527 2.75369 -8.27335 -0.02 -0.33 0.14
H -3.80252 1.45706 -9.18736 -0.39 -0.30 0.39
C -4.05077 -2.99398 0.51205 -0.74 1.37 1.72
C -4.43337 -3.97719 -0.52097 -0.08 -0.68 -0.70
N -3.26027 -4.34301 -1.35156 2.89 -0.30 -1.05
C -2.39281 -3.41545 -1.97022 -0.04 -1.05 -1.39
C -1.41137 -4.12647 -2.71699 -2.33 1.58 2.38
N -1.59223 -5.42244 -2.37901 -2.35 -0.04 1.79
C -2.70317 -5.55861 -1.53718 1.11 1.00 -1.47
C -0.64530 -6.45578 -2.69646 -0.48 -1.67 0.19
H -3.87492 -1.94510 0.27325 0.72 -0.24 -1.00
H -3.28192 -3.36674 1.18883 0.10 0.02 -0.10
H -4.93202 -2.77649 1.11556 -0.30 -0.72 0.33
H -5.24287 -3.64399 -1.17043 0.18 0.11 -0.12
H -4.79866 -4.88754 -0.04565 0.13 -0.09 -0.10
H -2.63010 -2.36573 -1.87975 0.26 -0.11 -0.23
H -0.60823 -3.82997 -3.37537 -0.24 0.21 0.24
H -3.05784 -6.48833 -1.11737 0.00 -0.04 -0.16
H -0.53763 -7.06604 -1.79976 0.55 0.10 0.07
H 0.29853 -6.02356 -3.02886 -0.38 -0.30 -0.18
H -1.09239 -7.16521 -3.39282 0.34 0.26 -0.52
C -0.46884 -0.67950 0.25834 0.31 -0.18 -1.84
F 0.68899 -1.17071 0.67374 0.83 0.10 0.43
F -1.30550 -1.74081 0.27768 -0.34 0.72 0.27
F -0.86688 0.26661 1.11041 -0.15 -0.33 -0.10
S -0.28935 -0.00486 -1.53019 -0.37 0.34 -2.13
O 0.75656 0.97099 -1.55538 1.58 -0.02 1.02
O -0.02851 -1.17776 -2.38472 -0.25 0.22 1.36
O -1.52490 0.67842 -1.84187 -1.37 -0.78 0.74
C 3.01155 2.53468 1.16943 3.21 -2.65 -0.55
F 3.20179 2.73944 2.49549 -0.40 1.15 -0.77
F 1.81802 1.95059 1.06555 -0.88 0.35 -0.29
F 3.10069 3.61494 0.36673 -0.80 -0.19 1.48
S 4.45182 1.29751 0.61176 2.13 0.68 -0.10
O 5.67538 2.01542 0.90671 -1.65 -0.36 0.35
O 4.26336 0.05544 1.39297 -1.09 0.85 -0.57
O 4.27127 1.15619 -0.84218 -1.26 -0.38 0.47



> Which value of multiplicity does entry 1 give?

1